1.
ORCA calculation (wB97M-V/def2-TZVPD) on C45H38N5ORhSSb as an isolated structure in a non-equilibrium geometry.

Properties
DFT total energy in eV: -77154.04878
Orbital gap in eV: 7.48
Total charge: +1

Last column: Löwdin charge in e.
Positions of all 92 atoms, in Å:
Rh1 0.4999 1.2637 -0.3608  0.74
C1 2.4994 1.2531 -0.5095  -0.22
C2 2.3559 1.2714 -1.9703  -0.36
C3 2.5256 0.1181 -2.7629  -0.10
C4 2.3548 0.1701 -4.1272  -0.07
C5 1.9897 1.3680 -4.7476  -0.07
C6 1.8288 2.5143 -3.9944  -0.07
C7 2.0191 2.4726 -2.6145  -0.04
H1 2.9109 2.1634 -0.0809  0.07
H2 2.9655 0.3715 -0.0744  0.06
H3 2.8080 -0.8109 -2.2862  0.09
H4 2.5134 -0.7192 -4.7244  0.10
H5 1.8466 1.3990 -5.8201  0.11
H6 1.5664 3.4490 -4.4724  0.11
H7 1.9227 3.3733 -2.0229  0.09
N1 -0.2278 0.9152 5.7478  0.15
C8 0.0334 0.9241 4.4198  -0.30
C9 0.6770 2.0061 3.8046  0.01
C10 0.9038 1.9851 2.4523  -0.10
N2 0.5393 0.9566 1.6561  -0.06
C11 -0.0433 -0.0921 2.2536  -0.16
C12 -0.3139 -0.1527 3.5967  0.01
H8 0.0252 1.6970 6.3234  0.11
H9 -0.7721 0.1810 6.1608  0.11
H10 0.9922 2.8650 4.3821  0.12
H11 1.3853 2.8162 1.9645  0.09
H12 -0.3213 -0.9103 1.6134  0.04
H13 -0.7944 -1.0338 3.9998  0.12
N3 0.3369 11.2472 0.1658  0.16
C13 0.3603 10.0985 0.1422  -0.18
C14 0.3896 8.6583 0.1096  -0.23
C15 -0.6060 7.9594 -0.5676  -0.02
C16 -0.5759 6.5777 -0.5995  -0.02
C17 0.4479 5.8740 0.0395  -0.24
C18 1.4380 6.5867 0.7205  -0.02
C19 1.4121 7.9683 0.7547  -0.02
C20 0.4860 4.4374 -0.0184  -0.10
C21 0.5313 3.2283 -0.0862  -0.16
H14 -1.3960 8.5023 -1.0683  0.12
H15 -1.3503 6.0272 -1.1161  0.11
H16 2.2245 6.0439 1.2271  0.11
H17 2.1857 8.5184 1.2732  0.12
S1 0.2046 -1.0335 -0.9914  0.26
Sb1 0.5105 -3.0982 -0.1914  1.33
C22 -1.2709 -3.9825 -0.8216  -0.37
C23 -1.2678 -4.9428 -1.8270  -0.11
C24 -2.4759 -5.4190 -2.3215  -0.07
C25 -3.6730 -4.9387 -1.8134  -0.07
C26 -3.6730 -3.9774 -0.8094  -0.07
C27 -2.4739 -3.4879 -0.3172  -0.13
C28 2.0469 -3.9242 -1.3393  -0.37
C29 3.1342 -4.5390 -0.7246  -0.11
C30 4.2131 -4.9565 -1.4940  -0.07
C31 4.2048 -4.7548 -2.8657  -0.06
C32 3.1188 -4.1397 -3.4777  -0.07
C33 2.0421 -3.7118 -2.7170  -0.14
C34 0.8361 -3.6301 1.8017  -0.35
C35 1.9385 -3.0934 2.4719  -0.13
C36 2.0122 -3.1754 3.8539  -0.07
C37 0.9732 -3.7569 4.5685  -0.07
C38 -0.1229 -4.2909 3.9048  -0.07
C39 -0.2018 -4.2216 2.5207  -0.11
H18 -0.3343 -5.3257 -2.2214  0.10
H19 -2.4776 -6.1644 -3.1059  0.11
H20 -4.6110 -5.3124 -2.2024  0.11
H21 -4.6089 -3.6045 -0.4128  0.11
H22 -2.4791 -2.7230 0.4538  0.08
H23 3.1395 -4.7045 0.3466  0.09
H24 5.0605 -5.4325 -1.0185  0.11
H25 5.0493 -5.0745 -3.4617  0.11
H26 3.1163 -3.9854 -4.5490  0.11
H27 1.2050 -3.2121 -3.1925  0.10
H28 2.7447 -2.6233 1.9191  0.11
H29 2.8677 -2.7609 4.3713  0.11
H30 1.0118 -3.7843 5.6501  0.11
H31 -0.9283 -4.7491 4.4635  0.11
H32 -1.0549 -4.6454 2.0040  0.10
N4 -5.8743 -0.3369 1.0344  0.19
C40 -4.5216 -0.3757 1.0433  -0.50
O1 -3.8848 -1.0302 1.8511  0.05
C41 -3.8193 0.4284 -0.0122  -0.11
C42 -4.3635 0.7901 -1.2356  0.00
C43 -3.5815 1.5046 -2.1275  -0.03
C44 -2.2776 1.8064 -1.7779  -0.10
N5 -1.7379 1.4413 -0.6113  -0.03
C45 -2.5051 0.7819 0.2517  -0.07
H33 -6.3658 -0.8316 1.7595  0.12
H34 -6.3889 0.2949 0.4493  0.10
H35 -5.3679 0.4985 -1.5182  0.12
H36 -3.9637 1.8092 -3.0911  0.12
H37 -1.6303 2.3585 -2.4484  0.12
H38 -2.0682 0.4942 1.1955  0.10

2.
ORCA calculation (wB97M-V/def2-TZVPD) on C45H39BrN4O2PSc as an isolated structure.

Properties
DFT total energy in eV: -157375.30402
Orbital gap in eV: 6.87
Total charge: +2

Last column: Löwdin charge in e.
Positions of all 93 atoms, in Å:
Sc1 0.4093 0.2855 0.3395  1.03
C1 1.4562 -3.3384 -0.3948  -0.03
C2 2.6123 -2.5832 -0.2696  -0.06
C3 2.7061 -1.3479 -0.9031  -0.08
C4 1.6347 -0.8695 -1.6566  -0.18
C5 0.4673 -1.6368 -1.7824  -0.12
C6 0.3832 -2.8681 -1.1467  -0.04
H1 1.3952 -4.3056 0.0870  0.12
H2 3.4454 -2.9643 0.3084  0.08
H3 3.6238 -0.7762 -0.8444  0.12
H4 1.7362 0.0447 -2.2360  0.09
H5 -0.3363 -1.2909 -2.4231  0.10
H6 -0.5074 -3.4725 -1.2558  0.13
Br1 5.0020 -5.2930 -0.5952  0.80
C7 4.7395 -4.8233 1.2140  -0.71
C8 5.6728 -4.0205 1.8517  -0.11
C9 5.4696 -3.6621 3.1771  -0.02
C10 4.3151 -4.0648 3.8292  -0.26
C11 3.4067 -4.9070 3.1993  -0.01
C12 3.6214 -5.2963 1.8880  -0.12
N1 4.1334 -3.6627 5.2080  0.11
N2 3.1615 -2.9669 5.5170  0.10
C13 2.2713 -2.4850 4.4994  -0.22
C14 0.9864 -2.9453 4.4230  0.01
C15 0.1063 -2.5052 3.4106  0.04
C16 0.5218 -1.5825 2.4907  -0.31
O1 -0.2321 -1.1169 1.4668  -0.18
C17 1.8107 -1.0097 2.6343  -0.16
N3 2.1288 -0.0004 1.7594  0.02
C18 3.3033 0.5931 1.8799  -0.09
C19 4.2435 0.2316 2.8501  0.00
C20 3.9432 -0.7853 3.7198  0.04
C21 2.6976 -1.4410 3.6326  -0.08
H7 6.5605 -3.6977 1.3256  0.11
H8 6.2084 -3.0688 3.7017  0.12
H9 2.5482 -5.2773 3.7440  0.12
H10 2.9338 -5.9718 1.3975  0.11
H11 0.6528 -3.6947 5.1295  0.13
H12 -0.8909 -2.9194 3.3371  0.13
H13 3.5247 1.3924 1.1800  0.13
H14 5.1850 0.7584 2.9040  0.12
H15 4.6511 -1.0713 4.4871  0.13
C22 -3.0839 2.2166 2.5839  -0.03
C23 -1.9605 1.2809 3.0240  -0.37
C24 -2.1148 0.8809 4.4899  -0.04
C25 -0.5584 1.8654 2.8014  -0.25
C26 -0.3779 3.2829 3.3275  -0.02
O2 -0.6155 4.0938 2.1447  0.05
C27 -0.4394 3.3247 1.0908  -0.31
N4 -0.2641 2.0585 1.3403  0.03
C28 -0.4678 4.0261 -0.2047  -0.12
C29 -0.2531 5.4032 -0.1657  0.02
C30 -0.3257 6.1656 -1.3206  -0.02
C31 -0.6423 5.5553 -2.5206  -0.02
C32 -0.8597 4.1825 -2.5706  -0.06
C33 -0.7655 3.3966 -1.4299  -0.28
P1 -1.0524 1.5952 -1.5543  1.07
C34 -0.9893 1.2007 -3.3171  -0.40
C35 -2.0816 0.6257 -3.9608  -0.07
C36 -1.9759 0.2469 -5.2938  -0.05
C37 -0.7896 0.4422 -5.9828  -0.05
C38 0.3026 1.0206 -5.3447  -0.05
C39 0.2062 1.3931 -4.0155  -0.12
C40 -2.7559 1.3440 -1.0054  -0.39
C41 -3.0821 0.1044 -0.4528  -0.11
C42 -4.3707 -0.1465 -0.0083  -0.05
C43 -5.3361 0.8460 -0.1111  -0.05
C44 -5.0170 2.0820 -0.6595  -0.05
C45 -3.7297 2.3346 -1.1088  -0.07
H16 -4.0449 1.7226 2.7248  0.09
H17 -3.0153 2.4818 1.5270  0.06
H18 -3.1036 3.1352 3.1739  0.09
H19 -2.0125 0.3693 2.4210  0.12
H20 -2.0901 1.7501 5.1512  0.09
H21 -1.3267 0.1932 4.8041  0.08
H22 -3.0729 0.3865 4.6463  0.09
H23 0.1827 1.1907 3.2334  0.13
H24 0.6338 3.4965 3.6711  0.15
H25 -1.0985 3.5799 4.0829  0.14
H26 -0.0312 5.8772 0.7792  0.13
H27 -0.1477 7.2310 -1.2752  0.12
H28 -0.7261 6.1415 -3.4259  0.12
H29 -1.1085 3.7238 -3.5177  0.11
H30 -3.0141 0.4767 -3.4313  0.11
H31 -2.8265 -0.1959 -5.7942  0.12
H32 -0.7137 0.1496 -7.0213  0.12
H33 1.2248 1.1830 -5.8863  0.12
H34 1.0551 1.8635 -3.5288  0.11
H35 -2.3334 -0.6817 -0.3770  0.09
H36 -4.6224 -1.1099 0.4148  0.12
H37 -6.3431 0.6557 0.2355  0.12
H38 -5.7746 2.8499 -0.7392  0.12
H39 -3.4843 3.3010 -1.5325  0.12

> What is the orbital gap in the first record?

7.48 eV